Entry 1:
One molecule with the formula C3H7NO3 at a distorted geometry. Source: the OMol25 dataset; level of theory: the ωB97M-V functional and the def2-TZVPD basis.

Output
E_LUMO in eV: 0.8
SMILES: CO/C=[N+](/[O-])OC
ΔE to the lowest compared entry with this formula, charge and spin in kJ/mol: 668.4

Structure (ORCA input):
```
! RIJCOSX wB97M-V def2-TZVPD def2/J DEFGRID3
* xyz 0 1
C -1.41 2.43 0.05
C 2.10 -1.77 0.28
C -0.13 -0.98 -0.14
N -0.95 0.06 -0.24
O -2.18 0.05 -0.56
O -0.41 1.35 0.16
O 1.11 -0.75 0.37
H -2.25 1.84 -0.37
H -0.92 3.20 -0.51
H -1.73 2.61 1.03
H 2.52 -1.79 -0.83
H 1.66 -2.67 0.45
H 2.89 -1.61 0.87
H -0.32 -1.99 -0.58
*
```

---

Entry 2:
C38H51FN3O6PS2Tc as an isolated structure at a distorted geometry. Source: the OMol25 dataset; level of theory: the ωB97M-V functional and the def2-TZVPD basis.

Output
E_LUMO (alpha / beta) in eV: 0.0 / -0.7
ΔE to the lowest compared entry with this formula, charge and spin in kJ/mol: 182.9

Structure (ORCA input):
```
! RIJCOSX wB97M-V def2-TZVPD def2/J DEFGRID3
* xyz 0 4
Tc 0.15 2.09 -0.83
C -2.90 2.47 -0.14
N -2.08 2.46 -1.37
C -2.57 1.38 -2.26
C -2.21 3.77 -2.04
C -1.05 4.68 -1.75
C -1.11 6.04 -2.04
C 0.00 6.84 -1.89
C 1.19 6.28 -1.42
C 1.24 4.93 -1.10
C 0.13 4.11 -1.27
H -3.96 2.58 -0.40
H -2.59 3.30 0.49
H -2.75 1.54 0.40
H -3.65 1.48 -2.42
H -2.36 0.41 -1.80
H -2.07 1.42 -3.22
H -3.16 4.24 -1.75
H -2.25 3.61 -3.12
H -2.04 6.47 -2.41
H -0.04 7.89 -2.13
H 2.07 6.90 -1.31
H 2.16 4.51 -0.72
C 6.15 -1.03 2.84
C 5.39 -2.06 2.01
C 5.03 -3.26 2.87
C 4.39 -4.33 2.00
C 3.20 -3.75 1.27
C 2.20 -4.58 0.82
C 1.09 -4.04 0.17
F 0.15 -4.89 -0.28
C 0.95 -2.69 -0.02
C 1.96 -1.84 0.42
C 1.83 -0.39 0.17
O 0.80 0.09 -0.33
C 2.99 0.37 0.51
C 4.06 -0.21 1.12
N 4.16 -1.51 1.42
C 3.11 -2.36 1.05
C 3.07 1.81 0.16
O 3.94 2.55 0.60
O 2.15 2.16 -0.68
H 6.94 -1.54 3.39
H 5.48 -0.55 3.56
H 6.63 -0.26 2.24
H 6.04 -2.40 1.19
H 4.33 -2.94 3.64
H 5.92 -3.64 3.36
H 4.08 -5.19 2.59
H 5.12 -4.69 1.27
H 2.26 -5.65 0.96
H 0.07 -2.29 -0.51
H 4.90 0.43 1.35
C -0.30 4.05 2.63
C -0.17 2.55 2.35
C 1.22 2.07 2.79
C -1.25 1.79 3.13
O -0.33 2.32 0.98
H -0.16 4.24 3.70
H -1.30 4.41 2.35
H 0.44 4.61 2.06
H 1.37 2.25 3.85
H 1.98 2.61 2.22
H 1.30 1.00 2.58
H -0.99 1.76 4.19
H -1.32 0.77 2.75
H -2.22 2.27 3.02
C -1.75 -3.69 2.33
C -1.45 -4.51 1.09
C -2.48 -5.61 0.88
O -1.32 -3.71 -0.11
P -2.18 -2.47 -0.64
S -1.62 -2.25 -2.53
S -1.99 -0.85 0.50
O -3.66 -3.13 -0.49
C -4.96 -2.57 -0.75
C -5.40 -1.65 0.39
C -5.05 -1.88 -2.10
H -1.73 -4.34 3.21
H -2.73 -3.21 2.26
H -1.00 -2.90 2.46
H -0.47 -4.97 1.19
H -3.48 -5.19 0.80
H -2.45 -6.30 1.72
H -2.27 -6.15 -0.04
H -5.61 -3.45 -0.76
H -4.78 -0.76 0.42
H -5.32 -2.17 1.34
H -6.45 -1.37 0.23
H -4.41 -1.00 -2.11
H -6.08 -1.59 -2.29
H -4.71 -2.55 -2.89
C 0.70 0.58 -5.42
C 0.61 1.94 -5.17
C 0.49 2.38 -3.87
N 0.45 1.54 -2.82
C 0.55 0.22 -3.07
C 0.67 -0.29 -4.35
H 0.80 0.21 -6.43
H 0.64 2.67 -5.97
H 0.41 3.43 -3.64
H 0.51 -0.45 -2.22
H 0.71 -1.36 -4.48
*
```

---

no.,calculated total energy (eV)
1,-10851.4407
2,-92866.3371